{"formula": "C24H28BN2", "method": "the ωB97M-V functional and the def2-TZVPD basis", "species": ["C", "C", "N", "B", "H", "C", "C", "C", "C", "C", "H", "H", "H", "H", "H", "H", "H", "H", "H", "H", "H", "C", "C", "N", "C", "C", "C", "C", "C", "C", "C", "C", "C", "C", "C", "C", "C", "C", "C", "H", "H", "H", "H", "H", "H", "H", "H", "H", "H", "H", "H", "H", "H", "H", "H"], "positions_angstrom": [[0.1417, 4.7389, 3.5715], [-0.9433, 4.0346, 2.8112], [-0.6857, 2.8758, 2.1628], [0.8149, 2.2789, 2.0359], [0.9314, 1.4972, 1.0347], [-1.7260, 2.1798, 1.6472], [-1.4760, 0.8244, 1.0972], [-3.0130, 2.6910, 1.5978], [-3.2706, 3.9278, 2.1704], [-2.2192, 4.5819, 2.8038], [-0.2948, 5.6689, 3.9514], [0.4979, 4.1637, 4.4374], [1.0004, 4.9918, 2.9422], [1.6751, 3.1349, 1.9979], [1.1060, 1.5771, 2.9781], [-2.4296, 0.3515, 0.8401], [-0.8880, 0.8903, 0.1770], [-0.9517, 0.1747, 1.8103], [-3.7653, 2.0778, 1.1149], [-4.2675, 4.3544, 2.1288], [-2.3591, 5.5339, 3.3086], [3.7033, 0.9123, -0.1473], [3.0765, 0.0113, -1.1244], [3.6046, -0.1527, -2.3601], [2.9028, -1.1115, -3.0882], [1.8847, -1.6142, -2.2542], [1.1865, -2.7348, -2.6969], [1.4401, -3.2542, -3.9754], [2.4297, -2.7003, -4.8048], [3.1988, -1.6238, -4.3430], [1.9411, -0.8407, -0.9955], [1.0755, -0.8924, 0.0894], [-0.1683, -1.6224, 0.0170], [-1.0370, -1.4751, -1.0985], [-2.2106, -2.2034, -1.1798], [-2.5131, -3.1580, -0.2052], [-3.7064, -4.0386, -0.4089], [-1.7165, -3.2526, 0.9415], [-0.5955, -2.4524, 1.0832], [3.0562, 1.0552, 0.7243], [4.6739, 0.5144, 0.2033], [3.8808, 1.8949, -0.6149], [4.4039, 0.3540, -2.7238], [0.4566, -3.1923, -2.0330], [0.8477, -4.0967, -4.3290], [2.6162, -3.1115, -5.7987], [4.0137, -1.1814, -4.9128], [1.4121, -0.4927, 1.0444], [-0.7870, -0.7708, -1.8941], [-2.8860, -2.0655, -2.0284], [-3.8477, -4.7315, 0.4280], [-4.6283, -3.4516, -0.5376], [-3.5801, -4.6350, -1.3238], [-1.9950, -3.9622, 1.7244], [-0.0106, -2.4734, 2.0035]], "homo_lumo_gap_ev": 6.92, "e_above_lowest_ev": 0.000, "charge": 1, "multiplicity": 1}


{"formula": "C2H5NOS2", "method": "the ωB97M-V functional and the def2-TZVPD basis", "species": ["C", "O", "C", "S", "N", "S", "H", "H", "H", "H", "H"], "positions_angstrom": [[-0.4029, 2.0945, 0.2950], [0.2040, 1.1342, -0.5755], [0.6513, 0.0002, -0.0480], [2.1979, -0.5574, 0.0029], [-0.3771, -0.8389, 0.3691], [-1.9535, -0.7571, -0.1775], [-0.1785, 1.7896, 1.2967], [-1.4753, 2.1754, 0.1927], [0.0060, 3.0661, 0.1198], [-0.0989, -1.6603, 0.8789], [-2.6454, -0.1064, 0.8439]], "homo_lumo_gap_ev": 9.22, "e_above_lowest_ev": 1.181, "multiplicity": 1}


{"formula": "C22H66N4O26", "method": "the ωB97M-V functional and the def2-TZVPD basis", "species": ["C", "O", "H", "H", "H", "H", "C", "O", "H", "H", "H", "H", "C", "O", "H", "H", "H", "H", "C", "O", "H", "H", "H", "H", "C", "O", "H", "H", "H", "H", "C", "O", "H", "H", "H", "H", "C", "O", "H", "H", "H", "H", "C", "O", "H", "H", "H", "H", "C", "O", "H", "H", "H", "H", "C", "N", "O", "O", "H", "H", "H", "C", "N", "O", "O", "H", "H", "H", "C", "N", "O", "O", "H", "H", "H", "C", "N", "O", "O", "H", "H", "H", "C", "O", "C", "O", "O", "C", "H", "H", "H", "H", "H", "H", "C", "O", "C", "O", "O", "C", "H", "H", "H", "H", "H", "H", "C", "O", "C", "O", "O", "C", "H", "H", "H", "H", "H", "H"], "positions_angstrom": [[-2.4631, -0.4465, 4.2873], [-1.9912, 0.2134, 3.1205], [-3.5377, -0.5756, 4.4165], [-2.0070, -1.4341, 4.3560], [-2.1716, 0.1541, 5.1489], [-2.0743, -0.4954, 2.4784], [-3.2752, -1.2650, -0.6956], [-4.3871, -0.5513, -1.0895], [-2.9507, -0.9334, 0.2907], [-3.3867, -2.3418, -0.8228], [-2.3654, -1.0578, -1.2591], [-4.2316, 0.3426, -0.7759], [5.2574, 0.6455, -1.7341], [4.3186, -0.3757, -1.9816], [6.2954, 0.4072, -1.9663], [4.9994, 1.5483, -2.2878], [5.2239, 0.8455, -0.6631], [3.4513, 0.0283, -1.9032], [-2.9305, 5.5066, 1.9074], [-2.6140, 6.8636, 2.1315], [-3.1347, 5.0732, 2.8865], [-3.8160, 5.3584, 1.2893], [-2.1411, 4.9618, 1.3896], [-3.2970, 7.1554, 2.7398], [-4.5876, 2.0575, 1.1949], [-4.1898, 1.9909, -0.1852], [-4.5265, 3.0675, 1.6001], [-5.5818, 1.6501, 1.3788], [-3.9606, 1.4888, 1.8815], [-4.7470, 2.6709, -0.5708], [0.1954, -3.3051, -4.3438], [1.3918, -3.8881, -4.8037], [0.2601, -2.9544, -3.3138], [0.0402, -2.3945, -4.9224], [-0.6061, -4.0062, -4.5766], [2.1361, -3.3155, -4.6041], [2.1442, 0.0241, 2.5396], [2.3219, 0.8841, 3.6848], [2.5147, 0.5203, 1.6426], [2.6654, -0.9093, 2.7525], [1.0637, -0.0951, 2.4594], [1.5557, 1.4617, 3.6543], [-0.7263, 2.9039, 4.7342], [-0.0299, 2.0440, 3.8572], [-1.2983, 3.6605, 4.1972], [-1.4133, 2.3259, 5.3523], [0.0265, 3.4542, 5.2987], [-0.5671, 1.5211, 3.2575], [4.0174, -3.5934, -3.3216], [3.4119, -2.3652, -3.7545], [5.0721, -3.4047, -3.1211], [3.4401, -3.9410, -2.4649], [3.9684, -4.3647, -4.0902], [3.6488, -1.6994, -3.1047], [3.0370, -5.7742, 0.9711], [1.7758, -5.2688, 0.2877], [1.8868, -4.4465, -0.6037], [0.7311, -5.7790, 0.6574], [3.5312, -4.8931, 1.3804], [3.6209, -6.2270, 0.1697], [2.7266, -6.4589, 1.7603], [-2.2358, 3.9174, -2.3900], [-2.1714, 2.5983, -3.0494], [-1.4259, 2.5437, -4.0621], [-2.8860, 1.6673, -2.6287], [-2.7040, 3.7531, -1.4195], [-2.8656, 4.5731, -2.9912], [-1.2436, 4.3395, -2.2302], [3.1605, 2.5654, -4.9890], [4.4547, 3.0781, -4.3909], [4.4675, 3.9969, -3.5560], [5.4979, 2.5168, -4.7423], [2.7558, 1.7010, -4.4626], [3.4690, 2.2304, -5.9792], [2.5235, 3.4442, -5.0894], [-0.5247, -3.8711, 3.1599], [0.0953, -2.9005, 2.2164], [-0.5804, -1.9988, 1.7509], [1.2699, -3.0383, 2.0229], [-0.3821, -3.4697, 4.1632], [-0.0047, -4.8159, 3.0015], [-1.5874, -4.0078, 2.9593], [0.8325, 5.4048, 2.6627], [2.0912, 4.7355, 2.8590], [2.8026, 4.1901, 1.8293], [3.7680, 3.4754, 2.0231], [2.3629, 4.6207, 0.5767], [3.2047, 4.3471, -0.5466], [0.8353, 6.1401, 1.8581], [0.5200, 6.0968, 3.4448], [0.0447, 4.7306, 2.3268], [3.6928, 3.3792, -0.4323], [3.9640, 5.1290, -0.5598], [2.6892, 4.4242, -1.5039], [-0.6359, 1.9245, 0.3425], [0.1821, 2.0088, -0.8625], [0.9833, 1.0067, -1.2889], [1.9519, 1.0728, -2.0466], [0.6191, -0.1579, -0.7374], [1.3532, -1.3523, -0.9484], [-1.6662, 1.6476, 0.1193], [-0.5873, 2.8331, 0.9425], [-0.2142, 1.1903, 1.0291], [1.6448, -1.4548, -1.9937], [0.7239, -2.1882, -0.6426], [2.3072, -1.3154, -0.4224], [-1.7417, -4.6184, -1.5494], [-3.0799, -4.9538, -1.3623], [-3.6216, -5.0913, -0.1444], [-3.1898, -4.8061, 0.9853], [-4.8804, -5.5129, -0.3564], [-5.6841, -6.0093, 0.7684], [-1.1754, -5.5366, -1.3933], [-1.3360, -3.8025, -0.9511], [-1.6929, -4.2465, -2.5728], [-6.7082, -5.6984, 0.5619], [-5.3645, -5.6110, 1.7313], [-5.7985, -7.0933, 0.7660]], "homo_lumo_gap_ev": 9.01, "multiplicity": 1}


Ordered E_LUMO results: -4.5, 0.4, -0.2; unit eV.